--- P ---
{"formula": "C10H13N3O2", "method": "ωB97M-V with the def2-TZVPD basis set", "symbols": ["C", "C", "C", "C", "C", "C", "C", "C", "C", "C", "N", "N", "N", "O", "O", "H", "H", "H", "H", "H", "H", "H", "H", "H", "H", "H", "H", "H"], "xyz": [[-1.434, -1.394, 1.963], [1.698, 0.057, 2.457], [-1.360, -0.566, 0.898], [1.284, -1.326, 4.268], [-0.278, -1.166, 2.673], [0.484, -0.269, 1.884], [-0.800, -0.934, -3.942], [-0.373, 2.648, -0.693], [0.053, -0.424, -2.821], [0.168, 1.427, -1.239], [2.028, -0.408, 3.639], [0.077, -1.681, 3.824], [-0.188, 0.058, 0.731], [1.454, 1.220, -1.219], [-0.533, 0.752, -2.168], [-2.306, -2.069, 2.307], [2.489, 0.721, 2.127], [-2.068, -0.599, -0.036], [1.670, -1.680, 5.211], [-1.902, -1.051, -3.519], [-0.919, -0.428, -4.942], [-0.553, -1.890, -4.134], [-1.215, 2.301, -0.070], [0.301, 3.201, -0.160], [-0.765, 3.308, -1.547], [1.110, -0.401, -3.063], [-0.021, -1.111, -1.931], [1.898, 1.704, -0.500]], "gap_ev": 7.1}

=====

--- Q ---
{"formula": "C10H13N3O2", "method": "ωB97M-V with the def2-TZVPD basis set", "symbols": ["C", "C", "C", "C", "C", "C", "C", "C", "C", "C", "N", "N", "N", "O", "O", "H", "H", "H", "H", "H", "H", "H", "H", "H", "H", "H", "H", "H"], "xyz": [[1.892, 1.220, -1.502], [1.290, 1.786, -2.575], [0.057, 0.155, 1.542], [-1.413, 0.282, 1.358], [1.148, 0.380, 0.558], [-0.353, 0.953, -1.311], [0.656, 0.225, 2.961], [-0.042, -3.136, 1.168], [-1.208, 2.049, -3.278], [-1.307, -2.202, 0.898], [0.907, 0.688, -0.733], [-0.088, 1.700, -2.376], [-1.000, -0.960, 1.511], [-2.267, 1.122, 1.233], [2.332, 0.351, 0.949], [2.927, 1.099, -1.164], [1.749, 2.285, -3.480], [1.374, 1.063, 2.920], [1.108, -0.766, 3.077], [-0.128, 0.235, 3.714], [0.026, -3.302, 2.311], [-0.168, -4.064, 0.596], [0.923, -2.601, 0.967], [-1.341, 3.111, -3.392], [-1.358, 1.460, -4.193], [-2.161, 1.650, -2.776], [-2.147, -2.738, 1.282], [-1.407, -2.044, -0.264]], "gap_ev": 9.2}

=====

Q: What are the energies relative to the best structure? A: P 0.0; Q 61.9, in kJ/mol.

=====

--- P ---
{"formula": "C3H9N", "method": "ωB97M-V with the def2-TZVPD basis set", "symbols": ["C", "N", "C", "C", "H", "H", "H", "H", "H", "H", "H", "H", "H"], "xyz": [[-0.902, -1.834, 0.313], [-0.043, 0.948, -1.076], [-1.008, 1.588, -0.384], [0.899, 0.357, -0.515], [-0.605, -2.814, -0.072], [0.073, -1.191, 0.502], [-1.440, -1.289, -0.560], [-1.549, 2.326, -0.958], [-1.520, -1.851, 1.220], [-0.912, 1.852, 0.611], [5.742, -1.553, 5.696], [5.467, -2.149, 5.842], [1.104, -0.637, -1.227]], "gap_ev": 7.3}

=====

--- Q ---
{"formula": "C3H9N", "method": "ωB97M-V with the def2-TZVPD basis set", "symbols": ["C", "C", "C", "H", "H", "H", "H", "H", "H", "H", "H", "H", "N"], "xyz": [[1.314, -0.206, 0.025], [-0.122, -0.221, -0.510], [-0.699, 1.102, -0.016], [1.925, -1.164, -0.027], [1.427, 0.013, 1.089], [1.848, 0.656, -0.369], [-0.079, -0.248, -1.603], [-1.655, 1.338, -0.646], [0.024, 2.002, -0.059], [-0.992, 1.109, 1.153], [-1.494, -1.013, 0.982], [-0.527, -2.183, 0.016], [-0.970, -1.185, -0.035]], "smiles": "CC(C)N", "gap_ev": 10.2}

=====

Q: What are the energies relative to the best structure? A: P 478.3; Q 0.0, in kJ/mol.

=====

--- P ---
{"formula": "C8H8", "method": "ωB97M-V with the def2-TZVPD basis set", "symbols": ["C", "C", "C", "C", "C", "C", "C", "C", "H", "H", "H", "H", "H", "H", "H", "H"], "xyz": [[1.990, 0.501, -0.183], [2.546, -0.739, -0.334], [-0.624, 0.966, -0.233], [-2.206, -1.203, -0.298], [0.643, 0.638, 0.507], [0.322, -0.924, 0.517], [1.473, -1.672, -0.119], [-1.079, -0.442, -0.160], [2.306, 1.446, -0.702], [3.580, -1.082, -0.645], [-1.285, 1.572, 0.393], [-0.612, 1.290, -1.230], [-3.141, -1.004, -0.768], [-1.844, -2.215, 0.019], [0.842, 1.153, 1.454], [0.069, -1.303, 1.484]], "gap_ev": [7.6, 7.6]}

=====

--- Q ---
{"formula": "C8H8", "method": "ωB97M-V with the def2-TZVPD basis set", "symbols": ["C", "C", "C", "C", "C", "C", "C", "C", "H", "H", "H", "H", "H", "H", "H", "H"], "xyz": [[0.762, 1.843, -0.248], [0.563, 0.560, 0.504], [1.736, -0.499, 0.154], [1.103, -1.697, -0.055], [-0.424, -1.408, -0.187], [-0.675, -0.161, 0.199], [-2.050, 0.080, 0.256], [-3.430, -0.134, 0.106], [0.130, 2.778, -0.041], [0.553, 1.559, -1.225], [1.991, 2.330, -0.619], [0.616, 0.468, 1.701], [2.721, -0.667, 0.754], [1.729, -2.691, -0.253], [-0.877, -2.395, -0.655], [-4.449, 0.035, -0.392]], "gap_ev": 8.2}

=====

--- R ---
{"formula": "C8H8", "method": "ωB97M-V with the def2-TZVPD basis set", "symbols": ["C", "C", "C", "C", "C", "C", "C", "C", "H", "H", "H", "H", "H", "H", "H", "H"], "xyz": [[3.205, 0.300, -0.263], [1.752, -0.144, 0.363], [0.542, -0.058, 0.612], [-1.072, 0.108, 0.859], [-1.883, -0.949, 0.071], [-1.394, -2.103, -0.485], [-1.366, 1.497, 0.195], [-1.580, 2.547, -0.470], [4.039, -0.227, 0.453], [3.233, -0.293, -1.271], [3.087, 1.455, -0.333], [-1.290, 0.134, 1.907], [-2.928, -0.576, -0.069], [-2.120, -2.768, -1.107], [-0.254, -2.397, 0.155], [-1.970, 3.472, -0.617]], "gap_ev": 10.5}

=====

Q: What are the energies relative to the best structure? A: P 0.0; Q 158.9; R 137.9, in kJ/mol.

=====

--- P ---
{"formula": "CBrNO3", "method": "ωB97M-V with the def2-TZVPD basis set", "symbols": ["C", "N", "O", "O", "O", "Br"], "xyz": [[0.646, -1.306, -0.754], [-0.918, 1.507, 1.699], [1.621, -1.863, -0.874], [-0.959, 1.748, 0.567], [-0.375, -0.829, -0.571], [-0.194, 3.786, -0.277]], "gap_ev": [9.3, 7.6]}

=====

--- Q ---
{"formula": "CBrNO3", "method": "ωB97M-V with the def2-TZVPD basis set", "symbols": ["C", "N", "O", "O", "O", "Br"], "xyz": [[-1.718, -1.634, 0.174], [2.210, 1.777, -0.031], [1.946, 2.673, -0.725], [-1.754, -1.322, 1.267], [-1.491, -1.930, -0.912], [0.808, 0.436, 0.227]], "smiles": "O=C=O.O=NBr", "gap_ev": 9.2}

=====

Q: What are the energies relative to the best structure? A: P 92.7; Q 0.0, in kJ/mol.

=====

--- P ---
{"formula": "C3H6ClNO", "method": "ωB97M-V with the def2-TZVPD basis set", "symbols": ["C", "C", "C", "N", "O", "Cl", "H", "H", "H", "H", "H", "H"], "xyz": [[0.221, 0.152, -0.108], [-0.326, -1.182, 0.308], [-0.796, 1.119, -0.535], [1.439, 0.726, 0.488], [1.432, 0.272, -0.749], [2.413, -0.683, 1.548], [0.328, -1.846, 0.875], [-0.628, -1.793, -0.612], [-1.127, -0.994, 0.934], [-1.734, 0.747, -0.922], [-0.166, 1.578, -1.461], [-1.056, 1.902, 0.236]], "s2": 2.01, "spin_multiplicity": 3, "gap_ev": [8.4, 7.4]}

=====

--- Q ---
{"formula": "C3H6ClNO", "method": "ωB97M-V with the def2-TZVPD basis set", "symbols": ["C", "C", "C", "N", "O", "Cl", "H", "H", "H", "H", "H", "H"], "xyz": [[-0.329, -0.814, -0.245], [1.062, -0.440, 0.059], [-1.186, 0.239, -0.966], [1.915, 0.228, 0.669], [0.864, -1.308, -0.908], [-0.597, 1.003, 2.517], [-0.902, -1.333, 0.577], [-1.923, 0.826, -0.311], [-1.641, -0.224, -1.796], [-0.500, 0.854, -1.534], [2.818, -0.025, 0.349], [0.419, 0.995, 1.590]], "s2": 2.01, "spin_multiplicity": 3, "gap_ev": [5.9, 7.0]}

=====

Q: What are the energies relative to the best structure? A: P 0.0; Q 125.7, in kJ/mol.